Record 1
# C6H10O

A molecular structure, C6H10O (the ωB97M-V functional and the def2-TZVPD basis, the Open Molecules 2025 dataset).

Each line ends with the Mulliken charge.
Geometry (Å):
C 0.213 -1.182 0.224  -0.55
C 0.809 1.093 0.000  -0.78
C 1.248 0.319 1.239  -0.66
H -1.811 -1.842 0.597  0.27
H -1.286 -0.754 -2.147  0.33
H 0.286 -0.035 -2.555  0.37
C -0.251 0.120 -0.476  1.28
H -1.126 -1.061 2.044  0.24
H 2.317 0.336 1.476  0.42
H 1.623 1.157 -0.730  0.32
H 0.650 0.484 2.133  0.27
C -1.116 -1.063 0.948  -0.52
H 1.245 -0.939 0.887  0.36
H 0.433 2.100 0.205  0.30
H -1.120 1.011 -2.231  0.35
O -1.436 0.213 0.365  -0.50
C -0.612 0.085 -1.941  -1.52

Calculated values
2S+1	1
energy relative to the best compared isomer or geometry (same formula, charge and spin)	4.6084	eV
gap between HOMO and LUMO	9.0	eV
LUMO level	0.82	eV
largest force on an atom	0.4	eV/A
energy	-8426.63196	eV

=====

Record 2
# C4H13N2

2 unconnected molecules or ions with the total composition C4H13N2 (the ωB97M-V functional and the def2-TZVPD basis, the Open Molecules 2025 dataset).

Each line ends with the Mulliken charge.
Geometry (Å):
H -2.583 -1.767 0.076  0.23
H 0.049 1.414 -1.650  0.39
H -2.089 0.956 -0.748  0.31
C -1.147 -0.977 -1.106  -0.48
H -1.312 0.224 0.697  0.40
C 1.757 0.465 2.043  -0.45
H 2.985 -0.542 0.632  0.33
H 1.556 1.422 2.508  0.31
H -2.192 -2.716 -1.150  0.26
H 3.077 1.296 0.629  0.35
H 1.259 -0.408 2.441  0.30
H -1.019 -0.747 -2.170  0.30
N -2.357 -1.749 -0.906  -0.57
H 0.842 0.662 -0.404  0.14
C -1.260 0.355 -0.383  -0.56
H -0.227 -1.484 -0.783  0.38
N -0.022 1.166 -0.656  -0.26
H 0.034 2.033 -0.126  0.39
C 2.650 0.396 1.056  -0.77

Calculated values
2S+1	1
energy relative to the best compared isomer or geometry (same formula, charge and spin)	1.9272	eV
gap between HOMO and LUMO	10.1	eV
net charge	+1
LUMO level	-3.43	eV
largest force on an atom	0.7	eV/A
energy	-7331.56008	eV

=====

Record 3
# C23H35F3NO6

2 unconnected molecules or ions with the total composition C23H35F3NO6 in a non-equilibrium geometry (the ωB97M-V functional and the def2-TZVPD basis, the Open Molecules 2025 dataset).

Each line ends with the Mulliken charge.
Geometry (Å):
H 7.177 0.958 1.615  0.32
F -1.626 6.224 -2.660  -0.31
O -4.121 5.242 -0.337  -0.87
H 5.990 1.247 0.312  0.28
C 2.592 -3.168 -0.515  -0.62
H 8.024 -0.940 0.491  0.36
H -3.667 7.068 -1.174  0.18
C -2.727 5.535 -2.240  0.71
O -1.241 0.177 0.766  -0.48
H -1.861 -2.730 -2.033  0.42
F -3.641 5.694 -3.223  -0.31
H 4.291 -0.957 0.230  0.20
H -5.600 -1.283 2.104  0.40
H -3.902 -0.176 0.887  0.19
H -4.897 -2.623 1.133  0.26
C -2.155 -0.781 -1.166  -0.05
C 1.387 -3.669 0.299  -1.10
C 0.044 -3.138 -0.288  -0.82
H 6.654 -2.855 -0.068  0.41
H 1.462 -3.296 1.328  0.48
C -1.604 -1.111 0.219  1.26
C 3.902 -3.050 0.315  -0.75
O 0.651 -0.718 0.107  -0.40
C 0.117 0.243 0.960  0.59
H 3.658 -2.915 1.371  0.37
N -3.277 -0.151 -3.681  -0.65
C -2.225 -1.724 -2.185  -0.45
C -2.652 0.450 -1.492  -0.19
H -3.580 1.758 -2.866  0.49
H 5.645 0.123 1.639  0.29
H -2.159 4.727 1.167  0.24
C -4.718 -1.900 1.930  -0.49
H -3.116 -0.523 2.416  0.36
H -2.839 -2.093 -4.150  0.36
C -1.485 5.467 0.722  -0.28
O -2.567 -1.836 0.919  -0.30
H -0.722 -3.842 0.045  0.40
C 6.427 0.497 0.969  -1.08
C -0.376 4.794 -0.082  -0.78
C -3.558 -0.991 1.531  -0.44
H 6.121 -2.123 1.453  0.34
H 0.138 -3.115 -1.375  0.57
H 0.331 4.300 0.593  0.38
C 6.169 -1.975 0.366  -0.92
H -4.372 -3.762 3.092  0.28
H 4.723 -1.859 -1.286  0.35
C -3.275 6.065 -0.877  0.02
H 0.162 5.522 -0.690  0.26
C -4.365 -2.680 3.232  -1.07
C 7.009 -0.693 0.170  -0.45
H -0.771 4.027 -0.744  0.02
H -0.214 -2.025 1.428  0.60
F -2.381 4.234 -2.246  -0.20
C 4.745 -1.857 -0.193  -0.36
H -3.384 -2.366 3.596  0.30
H 2.377 -2.211 -0.996  0.42
H -2.629 1.231 -0.739  0.63
O 0.705 0.955 1.724  -0.57
H 1.401 -4.760 0.361  0.55
O -2.191 6.470 0.035  -0.35
H -1.007 5.988 1.560  0.31
C -3.192 0.757 -2.719  -0.63
H -5.085 -2.431 4.015  0.33
H 2.805 -3.902 -1.302  0.32
H 7.007 -0.438 -0.894  0.29
H 4.477 -3.965 0.141  0.32
C -2.777 -1.331 -3.372  -0.55
C -0.235 -1.791 0.347  -0.41

Calculated values
2S+1	1
gap between HOMO and LUMO	5.8	eV
net charge	-1
LUMO level	2.21	eV
largest force on an atom	2.2	eV/A
energy	-46346.58092	eV